# 1
94
Properties=species:S:1:pos:R:3 method="wB97M-V/def2-TZVPD" de_lowest_kcal_mol=12.5 e_homo_ev=-7.497 e_tot_ha=-3514.16994
Sn -0.552 -0.983 -0.779
B -2.501 -3.877 -2.540
N -2.270 -3.968 -1.020
C -2.722 -4.938 -0.222
C -2.287 -4.692 1.071
C -1.555 -3.516 0.969
N -1.544 -3.101 -0.302
N -2.769 -2.406 -2.937
C -3.681 -2.017 -3.831
C -3.451 -0.691 -4.162
C -2.346 -0.343 -3.397
N -1.946 -1.383 -2.663
H -3.482 -4.512 -2.811
H -1.520 -4.255 -3.123
H -3.323 -5.740 -0.613
H -2.469 -5.280 1.952
H -1.064 -2.952 1.743
H -4.441 -2.693 -4.183
H -3.998 -0.084 -4.860
H -1.819 0.594 -3.340
C 2.769 -2.822 4.545
C 2.058 -1.568 5.045
C 0.581 -1.493 4.618
N 0.287 -1.761 3.214
C 0.585 -0.780 2.185
S 1.379 -1.607 0.795
N 1.454 0.303 2.625
C 0.970 1.406 3.202
O -0.255 1.532 3.364
C 1.903 2.492 3.584
C 1.375 3.765 3.784
C 2.201 4.815 4.143
C 3.561 4.600 4.320
C 4.092 3.333 4.128
C 3.270 2.282 3.758
H 3.767 -2.883 4.979
H 2.879 -2.808 3.459
H 2.220 -3.722 4.829
H 2.598 -0.687 4.695
H 2.077 -1.546 6.138
H 0.171 -0.517 4.882
H 0.024 -2.243 5.188
H 0.693 -2.649 2.948
H 2.431 0.214 2.395
H 0.313 3.912 3.645
H 1.785 5.802 4.290
H 4.207 5.418 4.610
H 5.150 3.160 4.271
H 3.692 1.295 3.619
C -3.448 3.300 1.347
O -3.931 2.763 0.123
P -3.114 1.718 -0.850
O -4.211 1.829 -2.041
C -4.146 2.893 -2.973
O -3.587 0.263 -0.292
C -4.939 -0.197 -0.379
H -4.314 3.689 1.880
H -2.739 4.111 1.165
H -2.968 2.543 1.967
H -4.933 2.715 -3.703
H -3.182 2.913 -3.492
H -4.311 3.858 -2.489
H -5.059 -0.970 0.378
H -5.124 -0.616 -1.368
H -5.643 0.613 -0.193
Te -1.342 0.229 1.606
C 0.958 -2.779 -3.480
Si 1.990 -1.243 -3.114
C 2.627 -0.495 -4.739
C 3.494 -1.759 -2.091
C 0.871 0.046 -2.271
Si 1.711 1.633 -1.640
C 3.254 1.262 -0.603
C 2.184 2.700 -3.144
C 0.615 2.782 -0.601
H 1.519 -3.535 -4.031
H 0.065 -2.535 -4.057
H 0.621 -3.232 -2.543
H 2.991 -1.280 -5.404
H 3.454 0.192 -4.554
H 1.847 0.056 -5.266
H 3.894 -2.708 -2.451
H 3.224 -1.893 -1.043
H 4.292 -1.019 -2.140
H 0.156 0.355 -3.041
H 4.156 1.257 -1.217
H 3.160 0.280 -0.141
H 3.389 1.999 0.192
H 3.071 2.318 -3.649
H 2.394 3.724 -2.832
H 1.379 2.736 -3.880
H 0.341 2.329 0.353
H -0.308 3.040 -1.122
H 1.150 3.709 -0.383



# 2
96
Properties=species:S:1:pos:R:3 method="wB97M-V/def2-TZVPD" smiles="O=[N+]([O-])c1ccccc1.O=C1OC[C@@H](F)O1.CNC(C)=O.CNC(C)=O.CNC(C)=O.CNC(C)=O.CNC(C)=O.CNC(C)=O" e_homo_ev=-8.975 e_tot_ha=-2369.54788
C 16.092 10.452 16.994
C 17.297 11.086 17.133
C 18.172 10.771 18.196
C 17.771 9.818 19.169
C 16.523 9.184 18.969
C 15.729 9.474 17.902
N 18.689 9.395 20.232
O 19.535 10.190 20.602
O 18.603 8.266 20.804
H 15.513 10.647 16.103
H 17.626 11.813 16.406
H 19.057 11.347 18.422
H 16.159 8.420 19.641
H 14.834 8.973 17.563
C 12.042 11.587 11.334
C 10.983 11.360 12.414
O 11.706 11.634 13.650
C 13.013 11.536 13.435
O 13.932 11.585 14.247
O 13.218 11.378 12.099
F 10.513 10.113 12.438
H 12.062 12.631 11.020
H 11.931 10.916 10.483
H 10.037 11.834 12.154
C 13.941 10.801 8.451
C 12.990 9.760 7.979
O 12.034 10.081 7.290
N 13.039 8.490 8.353
C 14.077 7.831 9.124
H 13.855 11.025 9.515
H 13.823 11.789 8.005
H 14.936 10.483 8.139
H 12.184 7.964 8.243
H 15.014 8.383 9.199
H 14.314 6.794 8.885
H 13.691 7.698 10.135
C 9.167 5.041 9.207
C 9.613 6.460 8.678
O 10.669 6.662 8.082
N 8.902 7.550 9.051
C 9.350 8.985 9.033
H 9.707 4.912 10.145
H 9.330 4.210 8.520
H 8.108 5.096 9.459
H 7.983 7.430 9.451
H 10.160 9.174 9.738
H 8.458 9.565 9.274
H 9.642 9.174 8.000
C 18.519 7.890 14.677
C 17.845 8.880 13.749
O 18.342 10.025 13.725
N 16.708 8.537 13.151
C 16.064 9.501 12.294
H 19.228 8.394 15.335
H 19.131 7.179 14.123
H 17.862 7.399 15.395
H 16.240 7.671 13.379
H 16.785 10.075 11.711
H 15.396 10.083 12.928
H 15.514 8.786 11.682
C 10.358 5.466 16.272
C 9.467 6.609 15.965
O 9.930 7.595 15.451
N 8.179 6.501 16.248
C 7.213 7.599 16.204
H 10.991 5.797 17.095
H 11.022 5.263 15.432
H 9.822 4.529 16.425
H 7.917 5.557 16.491
H 7.737 8.552 16.266
H 6.729 7.497 17.176
H 6.512 7.382 15.398
C 13.422 10.699 20.827
C 12.723 9.747 19.840
O 12.812 8.470 20.020
N 12.059 10.360 18.842
C 11.453 9.717 17.712
H 14.494 10.511 20.771
H 13.182 10.492 21.870
H 13.339 11.735 20.499
H 12.166 11.363 18.895
H 10.439 10.057 17.500
H 11.548 8.633 17.774
H 12.062 10.021 16.861
C 13.521 7.582 14.939
C 13.206 7.210 13.542
O 14.076 6.729 12.853
N 11.955 7.428 13.058
C 11.551 7.037 11.686
H 12.635 7.852 15.513
H 14.252 8.390 14.908
H 14.049 6.786 15.465
H 11.341 7.740 13.797
H 11.557 7.851 10.961
H 10.510 6.731 11.590
H 12.059 6.148 11.313



# 3
86
Properties=species:S:1:pos:R:3 method="wB97M-V/def2-TZVPD" smiles=C#C[C@](C#N)(P(O)O)[C@@](C#N)(CCCCCCCCCCOC)OC[C@@H](C)C(C)C.COC[C@@H](C)N e_homo_ev=-8.516 e_tot_ha=-1940.31368
C 0.892 3.377 -2.452
C 0.367 3.206 -1.355
C -0.009 2.662 0.069
C -1.401 3.343 0.421
N -2.473 3.763 0.554
P 1.301 3.340 1.277
O 2.852 3.385 0.586
O 1.267 2.580 2.799
C -0.273 1.084 0.102
C -1.570 0.841 -0.823
N -2.446 0.610 -1.549
C 0.870 0.196 -0.539
C 2.231 0.122 0.289
C 3.410 0.529 -0.693
C 4.878 0.354 -0.101
C 5.842 1.370 -0.859
C 5.598 1.481 -2.430
C 5.006 2.914 -2.855
C 4.646 3.024 -4.395
C 3.539 1.983 -4.891
C 2.487 2.624 -5.919
O 1.232 1.923 -5.891
C 0.114 2.804 -6.050
O -0.672 0.725 1.421
C -0.709 -0.697 1.632
C -1.622 -0.934 2.929
C -1.851 -2.497 3.215
C -0.966 -0.211 4.223
C -1.631 1.224 4.515
C -1.150 -1.058 5.569
H 1.549 3.541 -3.352
H 3.546 3.539 1.264
H 2.132 2.119 2.933
H 1.123 0.641 -1.562
H 0.546 -0.873 -0.770
H 2.224 0.664 1.280
H 2.395 -0.983 0.541
H 3.338 -0.187 -1.584
H 3.210 1.560 -1.137
H 4.943 0.401 1.028
H 5.220 -0.696 -0.404
H 6.931 1.073 -0.700
H 5.673 2.406 -0.410
H 5.003 0.636 -2.884
H 6.631 1.434 -2.921
H 5.860 3.654 -2.668
H 4.160 3.261 -2.178
H 5.559 3.015 -5.079
H 4.184 4.064 -4.540
H 3.017 1.505 -3.999
H 4.083 1.155 -5.459
H 2.927 2.736 -6.968
H 2.268 3.698 -5.577
H -0.831 2.179 -6.191
H -0.091 3.451 -5.130
H 0.210 3.507 -6.934
H -1.201 -1.293 0.804
H 0.311 -1.152 1.829
H -2.655 -0.479 2.820
H -0.888 -2.956 3.623
H -2.726 -2.683 3.921
H -2.102 -3.012 2.230
H 0.136 -0.092 3.977
H -1.305 1.525 5.556
H -1.256 1.991 3.775
H -2.752 1.094 4.483
H -0.873 -0.450 6.496
H -2.229 -1.393 5.702
H -0.471 -1.968 5.592
C -7.296 -5.212 1.320
C -5.979 -5.740 1.884
C -5.023 -4.631 2.370
O -4.360 -3.923 1.331
C -5.149 -2.927 0.700
N -5.342 -6.601 0.880
H -7.195 -4.825 0.306
H -8.035 -6.016 1.275
H -7.706 -4.419 1.951
H -6.227 -6.357 2.754
H -4.228 -5.108 2.952
H -5.529 -3.935 3.049
H -5.825 -2.432 1.404
H -5.712 -3.362 -0.127
H -4.477 -2.178 0.278
H -4.525 -7.041 1.299
H -4.947 -5.991 0.164



# 4
80
Properties=species:S:1:pos:R:3 method="wB97M-V/def2-TZVPD" total_charge=+2 s_squared=6.04 de_lowest_kcal_mol=0.0 e_homo_ev="-13.161 / -13.416" e_tot_ha=-1831.20514 spin_multiplicity=5
Os -1.418 -1.195 -1.836
C -0.123 1.331 -0.462
C -1.064 0.327 0.112
C 1.040 0.260 1.219
C 1.128 1.214 0.132
C -0.289 -0.192 1.309
C -0.482 2.504 -1.282
H -1.574 2.632 -1.319
H -0.122 2.479 -2.324
H -0.038 3.399 -0.803
C 2.286 2.084 -0.118
H 1.917 3.089 -0.376
H 2.926 1.756 -0.931
H 2.886 2.181 0.780
C 2.103 0.050 2.211
H 2.562 1.015 2.504
H 2.920 -0.569 1.816
H 1.707 -0.401 3.136
C -0.823 -0.683 2.579
H -0.258 -0.273 3.424
H -0.707 -1.777 2.680
H -1.887 -0.421 2.737
C -2.454 0.816 0.433
H -2.560 0.971 1.518
H -3.259 0.127 0.148
H -2.674 1.776 -0.054
C -1.798 -2.140 -3.422
C -2.629 -1.107 -4.117
C -4.146 -1.328 -4.250
C -4.797 -1.918 -3.006
C -3.869 -2.154 -1.828
C -3.378 -3.445 -1.613
C -2.772 -4.355 -2.614
C -2.261 -3.536 -3.785
H -4.336 -1.995 -5.116
H -5.374 -2.815 -3.333
H -4.630 -0.360 -4.468
H -3.036 -3.432 -4.552
H -0.719 -2.052 -3.725
H -2.243 -1.089 -5.153
H -1.379 -3.999 -4.254
H -1.952 -4.976 -2.218
H -3.621 -3.954 -0.672
H -3.508 -5.066 -3.021
H -5.572 -1.230 -2.675
H -4.211 -1.587 -0.946
P -2.159 0.505 -3.392
C -0.989 1.056 -4.681
C -3.609 1.510 -3.009
P -1.213 -3.384 1.307
C -1.466 -2.475 -0.233
C -3.017 -3.239 1.786
C -0.974 -5.027 0.479
H 0.024 0.710 -4.428
H -0.999 2.151 -4.748
H -1.255 0.616 -5.646
H -4.369 0.923 -2.472
H -4.060 1.944 -3.916
H -3.289 2.305 -2.335
H -1.705 -5.202 -0.337
H -1.096 -5.771 1.264
H 0.046 -5.060 0.095
H -1.392 -3.171 -1.124
H -2.441 -1.910 -0.164
H -3.019 -3.074 2.874
H -3.560 -4.162 1.554
H -3.513 -2.389 1.326
C 2.132 0.046 -2.939
C 2.134 -1.241 -2.121
C 3.222 -1.240 -1.026
C 0.763 -1.670 -1.499
H 1.370 0.754 -2.575
H 1.907 -0.185 -3.986
H 3.107 0.551 -2.916
H 2.390 -2.063 -2.815
H 3.130 -0.365 -0.363
H 3.147 -2.145 -0.404
H 4.229 -1.222 -1.477
H 0.854 -1.537 -0.400
H 0.713 -2.757 -1.718